The following is a DFT calculation (ωB97M-V/def2-TZVPD) of a structure of composition C24H65B2N3NaO2Sn at a distorted geometry.

* net charge: +1
* energy above the lowest of the compared OMol25 structures with the same formula, charge and spin: 4.416 eV
* E_LUMO: -5.3 eV

Structure (XYZ):
```
98
Properties=species:S:1:pos:R:3:mulliken_charge:R:1
Na -1.108 2.416 -0.548 0.6431
Sn 2.509 1.367 -2.862 1.3883
B 0.902 0.977 -0.207 1.0084
H 1.050 2.013 -0.472 0.0724
H 1.857 0.502 -0.373 -0.3731
H 0.626 0.931 0.835 -0.6172
H 0.163 0.564 -0.875 -0.8169
B -0.293 2.774 -2.890 0.9276
H 0.596 3.094 -2.368 -0.2466
H -0.557 1.752 -2.668 -0.5909
H -1.168 3.358 -2.652 -0.1975
H -0.029 2.814 -3.936 -0.2341
C -2.856 -2.152 6.197 -1.3597
C -1.413 -2.125 6.681 -0.4711
N -0.500 -1.909 5.531 0.1074
C -0.484 -0.551 5.047 -0.7788
C -0.260 -0.445 3.597 -0.7938
C 0.878 -2.425 5.802 -0.5940
C 1.472 -1.894 7.112 -1.0334
H -3.544 -2.496 6.969 0.4167
H -2.914 -2.876 5.384 0.3490
H -3.315 -1.242 5.813 0.2713
H -1.237 -1.278 7.344 0.3445
H -1.194 -3.055 7.206 0.4392
H -1.275 0.086 5.443 0.6322
H 0.323 -0.076 5.605 0.2165
H -1.017 -0.965 3.009 0.1860
H -0.166 0.577 3.230 0.3160
H 0.675 -0.918 3.295 -0.0202
H 1.516 -2.394 4.919 0.2179
H 0.787 -3.511 5.835 0.4549
H 1.362 -0.814 7.207 0.3037
H 2.546 -2.081 7.100 0.4009
H 1.074 -2.422 7.979 0.2727
C 3.042 -2.407 -5.089 -1.0937
C 2.304 -1.427 -6.058 -0.5526
N 1.279 -0.663 -5.405 0.7142
C 0.230 -1.518 -4.808 -1.0191
C -0.539 -0.898 -3.674 0.0071
C 0.669 0.269 -6.345 -0.4536
C 1.682 1.264 -6.873 -1.0431
H 2.627 -3.370 -4.792 0.3514
H 3.241 -1.757 -4.238 0.1512
H 4.036 -2.686 -5.439 0.4087
H 3.180 -0.881 -6.407 0.3298
H 1.925 -2.008 -6.899 0.2882
H 0.669 -2.442 -4.431 0.2653
H -0.543 -1.826 -5.511 0.2775
H -0.861 0.049 -4.107 0.2533
H 0.075 -0.570 -2.835 -0.6021
H -1.427 -1.465 -3.396 0.4188
H 0.083 -0.251 -7.103 0.3773
H -0.019 0.886 -5.767 0.1868
H 2.462 0.986 -7.581 0.3570
H 1.242 2.110 -7.402 0.3892
H 2.209 1.667 -6.008 0.0543
C -4.269 2.921 -1.900 -1.3625
C -4.175 1.487 -1.267 -0.4579
N -3.501 1.483 -0.005 0.8445
C -3.446 0.055 0.418 -0.3594
C -2.858 -0.988 -0.561 -0.9705
C -4.083 2.329 1.033 -0.6615
C -3.364 2.285 2.410 -1.2552
H -3.410 3.547 -1.659 0.2656
H -5.235 3.357 -1.643 0.3405
H -4.286 2.815 -2.985 0.4121
H -5.165 1.048 -1.139 0.4861
H -3.533 1.010 -2.007 0.0964
H -2.842 -0.065 1.317 -0.1046
H -4.399 -0.407 0.676 0.3331
H -3.333 -1.161 -1.527 0.4483
H -1.890 -0.638 -0.917 -0.3013
H -2.702 -1.961 -0.094 0.5472
H -5.140 2.159 1.238 0.3875
H -4.016 3.394 0.811 0.4107
H -2.303 2.419 2.197 0.2196
H -3.423 1.306 2.885 0.3023
H -3.601 3.084 3.113 0.4302
C 5.170 1.492 1.816 -1.1123
C 4.496 2.342 0.715 0.8641
O 4.708 2.180 -0.447 -0.5712
C 3.508 3.404 1.147 -0.8308
H 4.659 1.457 2.778 0.3240
H 6.133 1.996 1.897 0.3763
H 5.276 0.465 1.466 0.3059
H 2.664 2.837 1.540 0.0751
H 3.190 3.971 0.273 0.2257
H 4.000 4.081 1.845 0.4484
C 0.240 -2.441 -0.479 -0.2793
C 1.783 -2.370 -0.604 0.6455
O 2.345 -2.363 -1.661 -0.5245
C 2.547 -2.480 0.656 -0.9547
H -0.121 -3.334 0.031 0.6162
H -0.338 -2.381 -1.401 0.1127
H -0.074 -1.508 -0.011 -0.4201
H 2.556 -3.503 1.033 0.4125
H 2.060 -1.771 1.324 0.0363
H 3.601 -2.213 0.574 0.2912
```

***

The following is a DFT calculation (ωB97M-V/def2-TZVPD) of a cluster of 9 separate species, C24H65Cl2N4O9P2 in total at a distorted geometry.

* net charge: +1
* E_LUMO: -2.8 eV

Structure (XYZ):
```
106
Properties=species:S:1:pos:R:3:mulliken_charge:R:1
C 4.931 0.721 4.174 -1.3958
C 3.715 0.190 3.364 0.1769
N 4.121 -0.016 1.939 -0.0449
C 3.198 0.435 0.988 -0.7275
C 3.168 1.612 0.348 0.0500
C 4.021 2.836 0.408 -0.7246
Cl 5.547 2.570 -0.523 -0.1425
C 4.368 3.313 1.820 0.4050
C 3.135 3.648 2.636 -1.2835
Cl 5.286 4.867 1.636 -0.1353
N 2.081 1.550 -0.536 0.7080
P 1.605 2.790 -1.651 0.1894
N 0.584 3.813 -1.084 -0.6831
C 1.468 0.364 -0.394 -0.3753
P 0.002 -0.372 -1.254 1.0261
C 0.728 -1.444 -2.582 -1.0063
C -1.064 0.920 -2.044 -1.4157
N 2.115 -0.326 0.533 0.1228
C 1.754 -1.676 1.006 -1.2068
C 0.761 -1.548 2.211 -0.9513
C -0.683 -1.989 1.865 0.3648
C -1.783 -1.093 2.490 -0.8561
C -2.828 -0.587 1.504 -0.1094
O -3.749 -1.600 1.117 -0.3376
C -5.086 -1.146 1.236 -0.7485
H 5.354 -0.054 4.811 0.3343
H 4.713 1.639 4.723 0.2927
H 5.719 0.969 3.459 0.4092
H 2.845 0.832 3.452 0.0248
H 3.488 -0.789 3.796 0.4020
H 4.327 -0.996 1.781 0.5054
H 3.515 3.670 -0.084 0.6212
H 5.063 2.630 2.295 0.0495
H 2.546 2.784 2.944 0.2303
H 3.471 4.120 3.562 0.4561
H 2.466 4.360 2.147 0.2806
H 2.821 3.365 -2.076 0.1135
H 1.142 2.069 -2.775 0.0255
H 0.383 3.575 -0.114 0.2793
H 0.625 -0.955 -3.555 0.2428
H 1.787 -1.654 -2.409 0.3375
H 0.195 -2.397 -2.537 0.3534
H -2.085 0.538 -2.051 0.5275
H -0.746 1.043 -3.085 0.4167
H -1.013 1.876 -1.522 0.5001
H 2.661 -2.199 1.303 0.2331
H 1.309 -2.279 0.222 0.6609
H 1.174 -2.158 3.018 0.4140
H 0.768 -0.519 2.588 0.3453
H -0.798 -2.976 2.327 0.5873
H -0.798 -2.144 0.796 -0.5509
H -1.289 -0.198 2.889 0.4169
H -2.300 -1.600 3.305 0.3006
H -2.398 -0.077 0.631 -0.2272
H -3.409 0.182 2.036 0.5389
H -5.368 -0.929 2.272 0.3923
H -5.285 -0.272 0.607 0.4013
H -5.731 -1.959 0.888 0.1178
C 2.853 -5.152 0.382 -0.7357
O 2.195 -4.184 -0.435 -0.3466
H 2.289 -5.267 1.307 0.2921
H 2.893 -6.113 -0.133 0.2699
H 3.864 -4.816 0.613 0.2620
H 2.711 -4.104 -1.244 0.2099
C 5.304 -5.663 -2.547 -0.5837
O 5.311 -4.699 -1.490 -0.4437
H 4.326 -6.139 -2.566 0.2371
H 5.483 -5.176 -3.508 0.2820
H 6.068 -6.423 -2.374 0.2773
H 6.180 -4.287 -1.484 0.2674
C -6.831 2.499 2.240 -0.6750
O -7.183 1.127 2.066 -0.4029
H -6.569 2.907 1.267 0.2298
H -7.674 3.059 2.648 0.2929
H -5.973 2.590 2.911 0.2765
H -7.413 0.782 2.934 0.2763
C 0.486 -0.677 -6.560 -0.6930
O 0.525 0.244 -5.465 -0.4343
H -0.519 -1.084 -6.624 0.2465
H 0.726 -0.166 -7.494 0.2927
H 1.194 -1.493 -6.396 0.2847
H 1.418 0.599 -5.422 0.2487
C -0.347 4.080 -4.960 -0.3183
O -0.837 4.340 -3.648 -0.5077
H -1.099 4.403 -5.675 0.2831
H 0.578 4.637 -5.142 0.2608
H -0.165 3.008 -5.099 0.0233
H -0.166 4.053 -3.015 0.2673
C -0.322 6.081 2.404 -0.4347
O -1.358 5.147 2.106 -0.4788
H -0.120 6.045 3.471 0.2271
H 0.585 5.813 1.854 0.1124
H -0.634 7.090 2.129 0.2973
H -1.524 5.193 1.160 0.2806
C -2.655 -3.073 -1.167 -0.1338
O -1.932 -4.137 -1.788 -0.5551
H -2.319 -2.133 -1.603 -0.1043
H -3.725 -3.190 -1.350 0.4110
H -2.468 -3.059 -0.097 0.2051
H -2.236 -4.960 -1.398 0.2965
C -9.022 -2.775 0.496 -0.5448
O -9.130 -1.848 1.570 -0.4920
H -9.951 -3.336 0.438 0.2601
H -8.863 -2.248 -0.449 0.2409
H -8.195 -3.470 0.671 0.2361
H -8.305 -1.355 1.611 0.3055
```

***

The following is a DFT calculation (ωB97M-V/def2-TZVPD) of a structure of composition C24H66AgFeN8O12 at a distorted geometry.

* net charge: +2
* 2S+1: 6
* energy above the lowest of the compared OMol25 structures with the same formula, charge and spin: 4.240 eV
* ⟨S²⟩: 8.761
* E_LUMO (alpha / beta): -4.7 / -10.2 eV

Structure (XYZ):
```
112
Properties=species:S:1:pos:R:3:mulliken_charge:R:1
Ag -1.796 -4.021 -0.715 0.4897
Fe 2.972 -2.208 -1.758 0.7515
N 0.968 -4.601 -2.741 0.7928
O 1.227 -5.511 -3.533 -0.5530
O 1.815 -3.920 -2.153 -0.5689
O -0.160 -4.288 -2.469 -0.5282
N 0.022 -1.029 -0.700 0.1853
O 1.141 -1.320 -0.947 0.2193
O -0.812 -1.880 -0.771 0.1015
O -0.234 0.135 -0.385 -0.5281
C -4.191 -3.328 3.158 -1.4320
C -3.319 -3.948 2.063 0.7277
C -3.877 -5.180 1.446 -1.0594
O -2.843 -5.758 0.659 -0.0945
C -2.558 -7.079 0.974 -0.9535
N -3.144 -2.952 1.083 -0.0241
H -4.256 -3.949 4.051 0.4511
H -5.176 -3.107 2.746 0.3649
H -3.717 -2.446 3.588 0.2977
H -2.394 -4.294 2.527 0.1763
H -4.732 -4.949 0.810 0.2511
H -4.220 -5.896 2.192 0.4878
H -3.354 -7.823 0.948 0.3092
H -2.080 -7.100 1.954 0.3883
H -1.715 -7.386 0.354 0.2710
H -2.727 -2.107 1.447 0.1031
H -4.044 -2.555 0.853 0.2098
C -4.023 1.940 -3.467 -1.6234
C -2.947 1.088 -2.895 0.1934
C -1.661 1.271 -3.679 0.2501
O -1.540 0.374 -4.745 -0.3911
C -0.583 0.793 -5.711 -0.8196
N -2.829 1.399 -1.527 0.1064
H -4.967 1.870 -2.927 0.4256
H -4.178 1.709 -4.521 0.4093
H -3.870 3.018 -3.419 0.4988
H -3.180 0.026 -2.978 0.3853
H -0.842 1.126 -2.974 -0.5019
H -1.545 2.281 -4.071 0.5760
H -0.475 -0.067 -6.372 0.3349
H 0.442 1.017 -5.415 0.2664
H -0.908 1.663 -6.282 0.4497
H -2.615 2.385 -1.485 0.3740
H -2.079 0.890 -1.081 -0.0621
C 1.702 -1.009 2.610 -1.0682
C 3.152 -0.433 2.531 1.4626
C 3.311 0.750 3.482 -0.5002
O 4.581 1.359 3.324 -0.4124
C 4.773 2.465 4.176 -0.7866
N 4.064 -1.523 2.858 -0.6816
H 1.585 -1.742 1.812 0.2103
H 0.953 -0.219 2.577 -0.0473
H 1.456 -1.557 3.520 0.6161
H 3.318 -0.012 1.539 -0.7481
H 3.193 0.450 4.523 0.5744
H 2.566 1.517 3.274 -0.0996
H 4.230 2.504 5.120 0.3515
H 4.480 3.317 3.563 0.2286
H 5.830 2.595 4.406 0.2814
H 3.800 -1.781 3.798 0.3371
H 5.035 -1.259 2.954 0.2900
C 2.037 3.430 -1.784 -1.3681
C 1.965 3.095 -0.317 0.2529
C 0.668 3.475 0.441 -0.0860
O 0.779 3.141 1.821 0.1342
C 1.185 4.200 2.631 -1.1168
N 2.138 1.649 -0.145 0.3290
H 1.324 2.816 -2.333 0.0628
H 3.038 3.289 -2.193 0.3001
H 1.866 4.482 -2.015 0.4731
H 2.788 3.601 0.189 0.4893
H -0.206 2.956 0.047 -0.4996
H 0.520 4.531 0.211 0.5387
H 0.496 5.045 2.657 0.3563
H 2.189 4.590 2.465 0.3367
H 1.164 3.926 3.686 0.3215
H 2.130 1.448 0.845 -0.2961
H 1.234 1.275 -0.399 -0.5890
C -4.194 0.627 3.347 -1.5890
C -3.248 0.764 2.208 0.7229
C -2.350 2.031 2.294 0.0443
O -3.187 3.164 2.112 -0.4440
C -2.489 4.403 2.356 -0.6693
N -2.328 -0.430 2.275 -0.0658
H -3.661 0.772 4.287 0.3784
H -4.665 -0.354 3.289 0.3068
H -5.074 1.257 3.470 0.3590
H -3.758 0.871 1.251 -0.0009
H -1.575 1.945 1.532 -0.4232
H -1.802 2.026 3.236 0.4153
H -3.210 5.139 2.709 0.3736
H -2.137 4.789 1.399 0.2231
H -1.664 4.316 3.064 0.2520
H -1.576 -0.191 1.644 -0.4631
H -1.910 -0.447 3.194 0.3310
C 5.274 -0.056 -3.368 -1.6873
C 3.941 0.275 -2.736 1.2567
C 2.714 -0.098 -3.624 -0.1912
O 2.350 -1.477 -3.618 -0.3791
C 1.300 -1.731 -4.527 -0.8036
N 3.900 -0.405 -1.438 -0.4400
H 6.099 0.449 -2.865 0.4831
H 5.275 0.318 -4.392 0.4240
H 5.643 -1.081 -3.410 0.3505
H 3.950 1.362 -2.666 -0.5006
H 2.886 0.282 -4.631 0.7677
H 1.833 0.307 -3.125 -0.0871
H 1.445 -2.802 -4.668 0.2464
H 1.517 -1.296 -5.502 0.3863
H 0.282 -1.529 -4.193 0.2588
H 3.329 0.267 -0.945 0.3413
H 4.748 -0.122 -0.967 0.4675
```

***

The following is a DFT calculation (ωB97M-V/def2-TZVPD) of a cluster of 7 separate species, C24H66ClN6O10 in total at a distorted geometry.

* net charge: -1
* energy above the lowest of the compared OMol25 structures with the same formula, charge and spin: 0.000 eV
* E_LUMO: 2.5 eV

Structure (XYZ):
```
107
Properties=species:S:1:pos:R:3:mulliken_charge:R:1
Cl -0.828 -0.423 1.527 1.3626
O -0.462 -1.243 0.389 -0.6234
O -0.717 -1.219 2.728 -0.6852
O 0.068 0.711 1.589 -0.4971
O -2.192 0.047 1.392 -0.7124
C 2.750 -0.230 4.120 -1.0358
C 3.053 -1.567 3.407 0.4797
C 2.400 -2.690 4.171 -0.8992
O 2.625 -3.933 3.564 -0.3010
C 1.928 -4.939 4.213 -0.7026
N 2.558 -1.598 2.019 -0.6458
H 1.686 -0.189 4.356 0.3289
H 3.188 0.602 3.581 -0.0425
H 3.271 -0.268 5.093 0.4816
H 4.145 -1.644 3.360 0.4302
H 1.330 -2.439 4.244 0.2084
H 2.787 -2.737 5.208 0.4020
H 2.249 -5.039 5.269 0.3021
H 2.143 -5.889 3.726 0.2576
H 0.846 -4.757 4.226 0.2628
H 1.599 -1.243 2.043 0.0346
H 3.012 -0.816 1.543 0.4850
C -3.326 -4.047 1.493 -1.3199
C -2.037 -4.642 0.914 0.8183
C -2.205 -6.147 0.761 -1.1153
O -1.066 -6.738 0.200 -0.2552
C -1.268 -8.087 -0.093 -0.7630
N -1.628 -3.987 -0.348 -0.6138
H -3.123 -3.081 1.955 0.2372
H -3.776 -4.688 2.261 0.4601
H -4.073 -3.922 0.705 0.3268
H -1.216 -4.474 1.619 0.2502
H -3.074 -6.339 0.104 0.3491
H -2.422 -6.544 1.764 0.3333
H -2.153 -8.224 -0.729 0.3209
H -1.382 -8.698 0.816 0.2894
H -0.393 -8.458 -0.627 0.2454
H -2.480 -3.662 -0.803 0.2115
H -1.222 -3.090 -0.063 0.3181
C -2.572 3.953 1.037 -1.4116
C -3.360 3.308 -0.109 0.3193
C -2.428 2.644 -1.091 0.2088
O -1.511 3.595 -1.624 -0.2034
C -1.970 4.203 -2.797 -0.7486
N -4.403 2.368 0.345 -0.4458
H -3.204 4.614 1.633 0.4309
H -1.797 4.607 0.621 0.3190
H -2.077 3.201 1.656 0.2390
H -3.857 4.142 -0.628 0.2882
H -2.947 2.191 -1.940 0.3281
H -1.827 1.903 -0.557 -0.6193
H -2.917 4.737 -2.654 0.3097
H -2.137 3.471 -3.605 0.2754
H -1.181 4.870 -3.146 0.2454
H -4.921 2.832 1.082 0.2782
H -3.874 1.602 0.766 0.1712
C 3.137 4.799 -3.375 -1.4633
C 3.064 3.274 -3.541 0.5167
C 1.820 2.771 -2.828 -0.2044
O 1.829 1.387 -2.707 -0.4979
C 0.656 0.932 -2.087 -0.3434
N 3.060 2.884 -4.965 -0.7167
H 4.058 5.230 -3.769 0.3992
H 3.088 5.089 -2.318 0.3561
H 2.286 5.288 -3.862 0.3129
H 3.931 2.855 -3.025 0.2457
H 0.910 3.155 -3.319 0.1518
H 1.841 3.235 -1.829 0.0282
H -0.228 1.177 -2.695 0.2893
H 0.522 1.177 -1.031 0.0938
H 0.620 -0.161 -2.141 0.2266
H 2.230 3.325 -5.364 0.2993
H 3.812 3.377 -5.442 0.2673
C -5.442 -0.636 -0.534 -1.5931
C -4.886 -0.266 -1.896 1.2643
C -3.697 -1.128 -2.218 0.0070
O -3.097 -0.721 -3.438 -0.3780
C -1.985 -1.525 -3.745 -0.5465
N -5.971 -0.461 -2.886 -0.8623
H -4.721 -0.610 0.282 0.1938
H -5.967 -1.595 -0.523 0.4704
H -6.212 0.114 -0.331 0.3274
H -4.612 0.785 -1.933 -0.2282
H -4.014 -2.186 -2.295 0.2996
H -2.953 -1.117 -1.403 -0.1798
H -2.289 -2.553 -3.977 0.3394
H -1.245 -1.513 -2.939 0.1154
H -1.505 -1.109 -4.634 0.2709
H -6.272 -1.434 -2.817 0.3097
H -5.548 -0.434 -3.815 0.3235
C 3.002 3.364 1.632 -1.4282
C 3.869 2.432 0.807 1.0384
C 5.239 2.225 1.439 -0.8767
O 5.998 3.401 1.265 -0.3280
C 7.297 3.289 1.817 -0.7555
N 3.188 1.122 0.689 -0.1481
H 3.459 4.336 1.815 0.4381
H 2.719 2.891 2.574 0.2533
H 2.071 3.544 1.083 0.2706
H 4.060 2.847 -0.192 -0.2329
H 5.717 1.357 0.960 0.4481
H 5.105 1.993 2.507 0.3509
H 7.240 2.850 2.819 0.3168
H 7.662 4.310 1.918 0.2407
H 7.947 2.698 1.169 0.2739
H 3.410 0.751 -0.233 0.3515
H 2.184 1.274 0.645 -0.2755
```